Record 1
The following is a DFT calculation (ωB97M-V/def2-TZVPD) of a structure of composition C4H12N2O in a non-equilibrium geometry.

Output
HOMO level (eV): -8.348
LUMO level (eV): 0.5
Gap between HOMO and LUMO (Eh): 0.3241
Total energy (eV): -9364.726
Total charge: 0

Structure (XYZ):
```
19
Properties=species:S:1:pos:R:3:forces:R:3:lowdin_charge:R:1
N 1.20151 -0.42524 1.08938 -1.890 -0.641 1.240 -0.01
C -0.50188 -0.41134 1.81034 -1.361 3.726 2.977 -0.15
C -1.52281 0.14946 0.79487 1.400 -0.741 -1.642 -0.21
N -0.80782 0.78847 -0.34358 -2.162 2.539 1.294 -0.12
C -0.35511 -0.06641 -1.37159 0.742 -2.120 0.434 -0.27
C 0.89850 0.45685 -2.06222 -0.270 0.071 1.258 -0.27
O 2.00127 -0.20565 -1.50392 1.329 0.107 1.778 -0.14
H 1.73032 -0.20208 1.94463 -0.626 -0.663 -0.010 0.04
H 0.31326 -1.16048 1.26245 3.001 -1.222 -0.614 0.03
H -0.28707 0.41562 2.55985 -0.081 -1.002 -1.067 0.12
H -0.95867 -1.17240 2.52126 1.041 -0.039 -1.176 0.13
H -2.06796 -0.69971 0.32262 0.089 0.639 0.468 0.12
H -2.23524 0.77452 1.36826 0.399 -0.041 -0.670 0.11
H -0.06486 1.43987 -0.11063 -0.435 -0.231 0.621 0.10
H 0.03624 -0.92742 -0.72886 -0.889 -0.281 -2.204 0.11
H -1.11073 -0.24720 -2.14157 -0.265 -0.575 0.437 0.12
H 0.96901 0.21862 -3.13750 -0.402 0.574 0.430 0.12
H 0.82801 1.55180 -1.80309 0.780 -0.466 -0.955 0.12
H 1.93404 -0.27727 -0.47072 -0.398 0.367 -2.597 0.06
```
Forces are in eV/Å.


Record 2
The following is a DFT calculation (ωB97M-V/def2-TZVPD) of a cluster of 2 separate species, N2O2 in total in a non-equilibrium geometry.

Output
HOMO level (alpha / beta) (eV): -7.659 / -7.659
LUMO level (alpha / beta) (eV): -0.4 / -0.4
Gap between HOMO and LUMO (alpha / beta) (Eh): 0.2659 / 0.2658
Total energy (eV): -7069.513
Total charge: 0

Structure (XYZ):
```
4
Properties=species:S:1:pos:R:3:forces:R:3:lowdin_charge:R:1
N -1.25211 0.53139 -0.05062 1.475 -1.548 0.315 0.08
N 1.26195 0.52845 0.05054 -1.661 -1.987 -0.343 0.08
O -1.06310 -0.60115 0.02867 -0.916 1.593 -0.274 -0.07
O 1.05658 -0.60720 -0.02871 1.102 1.942 0.302 -0.08
```
Forces are in eV/Å.


Record 3
The following is a DFT calculation (ωB97M-V/def2-TZVPD) of a structure of composition C28H37BBrCaCl6CsFKN2O14P2S2 in a non-equilibrium geometry.

Output
HOMO level (eV): -4.709
LUMO level (eV): -3.0
Gap between HOMO and LUMO (Eh): 0.0635
Total energy (eV): -285405.961
Total charge: 0

Structure (XYZ):
```
97
Properties=species:S:1:pos:R:3:forces:R:3:lowdin_charge:R:1
C -4.44118 -2.03675 -1.32490 0.058 0.513 0.837 -0.18
C -3.59015 -0.78832 -1.00595 0.545 -0.616 -0.634 -0.41
P -2.85129 -0.96701 0.66669 -1.614 0.259 1.972 0.94
C -2.43309 -2.75723 0.82354 0.906 0.362 -0.615 -0.27
N -1.26988 -0.18776 0.67897 -0.839 -0.760 -2.383 -0.32
C -0.37100 -0.63170 -0.21920 0.532 1.256 1.167 -0.39
S 1.14253 0.13307 -0.09754 0.443 -0.452 -0.496 1.08
C 0.58922 1.37934 1.13892 -0.288 1.162 -1.352 -0.58
C 0.56869 2.78617 0.44217 0.244 -0.564 0.568 -0.19
C 1.62130 2.97308 -0.65422 -0.726 0.776 -0.442 -0.28
C 1.01733 2.75526 -2.05093 -0.004 0.040 0.103 -0.60
Cl 2.03730 1.77266 -3.12932 -0.034 -0.036 -0.013 0.55
C 1.58983 1.53500 2.29851 -0.694 -1.243 0.002 -0.18
C 1.96914 0.20324 2.95372 0.215 0.457 0.466 -0.29
C 3.36080 0.16832 3.57311 -0.452 -1.000 -0.908 -0.62
Br 3.20079 0.55372 5.55602 -0.120 0.595 -0.234 0.66
C -0.79849 0.83500 1.56683 1.453 -0.813 2.406 -0.38
P -2.04028 1.99448 2.30834 -2.345 0.411 -1.111 0.18
O -2.40191 1.37124 3.74461 1.100 0.153 -0.294 -0.18
O -1.38352 3.42558 2.60858 0.877 -0.590 0.287 -0.21
S -3.59584 2.26484 1.25312 0.031 0.009 -0.310 0.36
H -3.85486 -2.84260 -1.75958 -0.099 0.000 -0.114 0.05
H -5.27983 -1.75045 -1.94623 0.045 -0.162 -0.368 0.06
H -4.87086 -2.38783 -0.38710 -0.212 -0.253 -0.057 0.06
H -2.84387 -0.65231 -1.78990 0.098 0.135 -0.030 0.03
H -4.24487 0.07583 -1.02863 0.161 0.296 0.310 0.06
H -1.89289 -2.94057 1.74882 0.044 0.225 0.153 0.04
H -3.34256 -3.34115 0.87766 -0.191 0.020 -0.120 0.04
H -1.79912 -3.11089 0.00775 -0.088 -0.323 -0.057 0.03
H -0.63901 -1.40667 -0.90977 0.209 -0.121 -0.216 0.08
H -0.44478 3.02413 0.12497 0.024 0.072 -0.380 0.11
H 0.81114 3.50122 1.22683 -0.169 0.148 0.071 0.10
H 2.53857 2.41234 -0.49688 -0.014 -0.247 0.032 0.09
H 1.90331 4.02401 -0.62139 0.263 0.047 0.079 0.12
H 0.86155 3.70556 -2.54777 0.134 0.119 -0.102 0.07
H 0.03101 2.30864 -1.97770 0.030 -0.404 -0.082 0.06
H 2.43724 2.11275 1.94485 0.191 -0.024 -0.016 0.12
H 1.06777 2.11798 3.06104 0.224 0.362 0.034 0.11
H 1.26717 0.03185 3.76576 -0.071 -0.338 0.043 0.09
H 1.89548 -0.65453 2.29251 -0.043 0.094 -0.292 0.10
H 4.08668 0.84544 3.03880 -0.657 -0.050 0.593 0.05
H 3.69610 -0.92250 3.49892 -0.519 0.869 0.431 0.03
H -0.51170 0.23004 2.44866 -0.174 0.209 0.257 0.12
H -1.60090 1.44255 4.28557 -0.284 -0.277 0.597 0.08
H -0.51793 3.36622 3.03775 0.028 0.331 0.102 0.06
C 4.87531 1.83419 8.76505 -0.050 0.010 -0.045 -0.09
C 6.16793 2.16350 9.34737 -0.804 -0.210 -0.343 -0.29
N 7.18024 2.41984 9.80214 0.904 0.237 0.379 0.14
H 4.96196 0.92997 8.16396 -0.027 -0.031 0.044 0.05
H 4.14384 1.66765 9.55291 -0.015 -0.022 -0.002 0.09
H 4.53642 2.65311 8.13264 -0.020 0.006 0.000 0.08
C -3.93759 -2.40379 -5.58440 -0.749 0.401 -0.416 -1.95
Cl -4.38243 -1.45665 -6.96687 0.054 0.129 -0.042 0.69
Cl -3.02470 -3.84547 -6.12235 -3.417 4.326 -4.997 0.17
Cl -2.90358 -1.44345 -4.48932 0.189 -0.179 0.024 0.55
Cl -5.37992 -2.92831 -4.72852 0.219 -0.193 -0.044 0.63
C 4.42621 -3.57767 6.78864 0.359 0.147 0.470 -0.10
C 5.15873 -2.89674 5.62966 -0.582 -1.147 0.689 -0.52
O 4.24693 -2.36362 4.74593 1.335 1.899 -0.806 -0.46
H 3.81739 -4.40389 6.42637 -0.024 0.059 -0.161 0.07
H 5.14286 -3.98428 7.50924 -0.022 -0.025 -0.021 0.07
H 3.78425 -2.87532 7.32590 -0.076 0.022 -0.101 0.06
H 5.87277 -3.64599 5.25365 -0.141 0.223 -0.621 0.11
H 5.84977 -2.15861 6.12001 0.209 0.660 0.063 0.06
Ca 5.52793 -0.38983 4.43593 1.390 -3.148 0.297 1.24
C 8.12799 -3.79637 2.40680 -0.078 -0.018 0.712 -0.99
O 7.99455 -4.09763 1.20565 -0.069 0.127 -0.025 0.01
O 8.38053 -4.63255 3.33088 -0.030 -0.048 -0.339 0.02
O 8.01633 -2.58432 2.85276 -0.523 0.714 0.064 -0.07
F 1.12495 7.86896 3.61802 -0.008 -0.021 -0.005 0.05
C -0.16473 7.96896 3.23194 -0.154 0.031 -0.040 -0.29
C -0.82685 6.83501 2.81180 0.081 -0.230 -0.012 -0.03
C -2.15299 6.93146 2.41876 -0.031 0.082 -0.005 -0.08
C -2.79399 8.16154 2.44228 -0.066 0.029 -0.020 -0.09
C -2.10964 9.29354 2.86407 0.003 -0.153 -0.020 -0.08
C -0.78574 9.19937 3.26775 0.091 0.231 0.064 -0.02
H -0.30639 5.88718 2.79328 0.033 0.014 0.004 0.09
H -2.68403 6.04626 2.09429 0.025 -0.030 0.001 0.10
H -3.82697 8.23753 2.13200 -0.010 0.004 -0.002 0.10
H -2.60753 10.25317 2.87895 0.009 0.020 0.021 0.11
H -0.23827 10.06811 3.60740 0.030 -0.013 -0.008 0.12
B -3.49181 -4.77972 -10.77960 -1.201 -0.107 0.356 -0.86
O -4.14310 -3.48475 -10.93015 0.382 -0.195 -0.004 0.24
C -4.86477 -3.24624 -9.83350 -0.215 0.406 -0.628 -0.40
O -5.51114 -2.25669 -9.65251 -0.066 0.071 0.153 0.11
C -4.65848 -4.40103 -8.87304 -0.261 -0.526 0.295 -0.49
O -5.11054 -4.49236 -7.77641 0.789 2.375 -0.445 -0.22
O -3.85233 -5.30186 -9.47149 0.156 0.447 -0.318 0.18
O -3.85537 -5.66555 -11.93346 1.001 0.230 0.318 0.26
C -2.75333 -6.01101 -12.57085 -0.893 -0.269 -0.013 -0.39
O -2.66206 -6.71250 -13.53447 0.332 -0.026 -0.026 0.17
C -1.57027 -5.37051 -11.82677 0.190 0.729 -0.635 -0.43
O -0.38874 -5.48061 -12.11877 -1.431 1.469 -1.695 -0.16
O -1.99305 -4.67929 -10.83049 0.100 0.051 -0.020 0.26
K 0.60547 -6.83531 -10.85758 1.716 -2.142 1.819 1.08
Cl -5.68186 -6.75441 -7.33739 -0.349 -2.319 0.893 -0.38
Cs -1.88448 -5.16561 -4.46078 3.502 -4.741 5.309 0.99
```
Forces are in eV/Å.


Record 4
The following is a DFT calculation (ωB97M-V/def2-TZVPD) of a structure of composition C38H52FeNO5Si4Te in a non-equilibrium geometry.

Output
HOMO level (alpha / beta) (eV): -5.030 / -5.078
LUMO level (alpha / beta) (eV): 2.3 / 2.3
Gap between HOMO and LUMO (alpha / beta) (Eh): 0.2702 / 0.2695
Multiplicity: 5
Total energy (eV): -125176.105
Total charge: -1

Structure (XYZ):
```
102
Properties=species:S:1:pos:R:3:forces:R:3:lowdin_charge:R:1
Fe 0.36820 -2.08073 0.33379 1.662 -2.648 0.618 0.42
O 0.29180 -2.56213 2.59169 -0.141 -0.126 -0.346 -0.07
C -0.41520 -3.76113 2.98889 -0.107 -0.746 -1.060 -0.31
C -0.85540 -4.56393 1.64499 0.513 0.275 1.816 -0.62
O -1.26650 -5.69443 1.82249 -0.136 -0.224 -0.052 0.06
O -0.74810 -3.90503 0.59289 0.665 1.459 -1.488 -0.06
C 0.54390 -4.57913 3.81639 0.053 0.108 0.184 -0.15
C 0.64620 -4.35213 5.18609 -0.049 0.020 -0.140 -0.03
C 1.61840 -4.99273 5.93369 0.057 0.054 0.183 -0.09
C 2.50270 -5.86333 5.32229 0.074 -0.052 0.118 -0.10
C 2.41030 -6.08963 3.95879 0.065 -0.005 -0.040 -0.07
C 1.44360 -5.44423 3.20729 0.023 -0.058 0.051 0.00
C -1.71000 -3.42263 3.65859 -0.253 0.299 0.169 -0.16
C -2.28690 -2.16723 3.48969 0.279 -0.001 -0.076 -0.01
C -3.50190 -1.86973 4.07939 -0.157 0.031 0.076 -0.08
C -4.16510 -2.82593 4.82949 -0.070 0.062 -0.011 -0.10
C -3.61480 -4.09133 4.96059 -0.070 -0.062 0.076 -0.08
C -2.39950 -4.39403 4.37709 0.028 0.033 -0.012 -0.03
H 0.79530 -2.26443 3.35889 0.047 0.142 -0.142 0.12
H -0.04070 -3.66723 5.66529 -0.061 0.007 0.043 0.12
H 1.68880 -4.79853 6.99559 0.014 -0.019 0.053 0.10
H 3.26930 -6.35433 5.90849 -0.006 -0.037 -0.014 0.10
H 3.10480 -6.76383 3.47909 0.039 -0.039 -0.071 0.10
H 1.38770 -5.61323 2.14389 -0.036 -0.046 -0.131 0.13
H -1.78190 -1.42713 2.88039 -0.018 0.008 0.043 0.09
H -3.93440 -0.88893 3.94519 -0.042 0.099 -0.016 0.09
H -5.11190 -2.59163 5.29749 -0.043 0.001 0.008 0.09
H -4.13980 -4.85063 5.52069 -0.059 -0.092 0.064 0.10
H -1.98570 -5.38813 4.45479 0.040 -0.065 0.027 0.12
C 5.77370 -0.57173 -5.71951 -0.056 -0.018 0.113 -0.06
C 4.72510 -0.47493 -4.64771 -0.125 -0.029 -0.033 -0.24
C 3.51000 -1.12003 -4.82331 0.014 -0.051 -0.105 -0.06
C 2.50180 -0.99283 -3.88681 -0.021 0.013 0.033 -0.07
C 2.68790 -0.19883 -2.77521 -0.006 0.066 -0.010 -0.03
C 3.91710 0.41957 -2.56131 -0.141 -0.102 -0.523 -0.21
N 4.10980 1.26817 -1.47921 0.559 0.357 -0.107 0.10
C 3.47060 1.23497 -0.26121 -0.227 -0.127 0.454 -0.20
C 3.26600 2.43557 0.42209 0.051 -0.011 -0.035 -0.04
C 2.58400 2.46587 1.62139 0.052 -0.039 0.078 -0.11
C 2.09690 1.29417 2.17349 -0.026 -0.053 0.153 -0.11
C 2.33800 0.09437 1.52439 0.091 0.071 0.126 -0.09
C 3.03610 0.04067 0.32839 0.135 -0.288 -0.129 -0.10
C 3.35580 -1.34623 -0.24021 0.726 1.168 0.451 -0.64
O 4.50830 -1.59963 -0.56201 -0.281 -0.107 -0.009 0.07
O 2.36270 -2.13663 -0.26151 -1.977 -1.163 0.287 -0.12
C 4.95290 0.26687 -3.49091 -0.020 0.002 0.100 -0.17
C 6.29300 0.89947 -3.23781 -0.179 -0.068 -0.040 -0.04
H 5.36350 -1.04893 -6.60601 0.004 -0.043 -0.068 0.07
H 6.62750 -1.15733 -5.38191 0.161 -0.031 -0.026 0.08
H 6.12810 0.42037 -5.99611 0.122 0.036 -0.076 0.08
H 3.35630 -1.72383 -5.70641 -0.037 -0.041 -0.111 0.10
H 1.55820 -1.49663 -4.03901 -0.104 -0.024 0.035 0.11
H 1.88010 -0.05473 -2.07171 -0.061 0.010 0.068 0.07
H 4.68300 2.07807 -1.65071 -0.088 -0.073 0.039 0.13
H 3.64360 3.35677 -0.00371 -0.051 0.061 -0.124 0.11
H 2.42220 3.41097 2.11909 -0.017 0.094 0.052 0.10
H 1.54010 1.32177 3.09899 -0.049 -0.046 0.073 0.10
H 1.99790 -0.84443 1.95759 0.100 0.204 -0.010 0.09
H 6.48790 0.96387 -2.16981 0.037 0.023 0.069 0.08
H 6.34220 1.90197 -3.67031 0.128 0.116 0.018 0.09
H 7.08360 0.30237 -3.68281 0.119 0.028 -0.047 0.07
C -3.23490 0.32807 -3.95641 0.267 0.432 0.485 -0.22
Si -2.21720 1.82257 -3.32491 0.085 -0.247 -1.227 0.37
C -2.98040 3.39047 -4.12541 0.176 -0.391 0.554 -0.22
C -0.46360 1.64477 -4.07081 -0.505 0.056 0.568 -0.21
Si -2.16260 1.89057 -0.95341 0.012 -0.149 -0.021 0.04
Te -0.79560 -0.10833 -0.23821 -1.512 2.433 -0.769 0.59
Si -1.10580 3.91207 -0.30241 0.774 0.985 0.390 0.38
C -0.80180 4.04617 1.58279 -0.273 -0.340 -0.523 -0.21
C -2.10110 5.48137 -0.78151 0.041 -0.693 0.014 -0.21
C 0.60080 4.13037 -1.13581 -0.591 -0.412 0.065 -0.21
Si -4.31600 1.80497 0.04119 -1.078 -0.194 0.582 0.38
C -5.43530 3.25087 -0.54471 0.608 -0.368 0.032 -0.21
C -4.21260 1.92647 1.95319 0.269 0.005 -0.679 -0.21
C -5.27700 0.19097 -0.32781 0.582 0.436 -0.065 -0.21
H -3.14580 0.17637 -5.02891 0.137 0.154 -0.186 0.02
H -4.28940 0.44597 -3.72771 -0.248 0.043 0.083 0.01
H -2.89460 -0.57893 -3.46781 0.081 -0.219 0.139 0.02
H -3.04250 3.31307 -5.20741 0.069 -0.200 -0.173 0.02
H -2.38300 4.26617 -3.89551 0.152 0.220 0.063 0.00
H -3.98210 3.57077 -3.75041 -0.265 0.071 0.099 0.01
H -0.46810 1.51357 -5.15011 -0.242 0.003 -0.168 0.03
H 0.03860 0.78427 -3.64221 0.124 -0.185 0.123 -0.01
H 0.14730 2.51387 -3.84951 0.148 0.204 0.091 0.01
H -1.71330 4.29397 2.11819 -0.232 0.026 0.078 0.01
H -0.05930 4.80057 1.82879 0.131 0.186 -0.154 0.02
H -0.44220 3.09777 1.96599 0.106 -0.262 0.111 0.01
H -3.04560 5.51587 -0.25081 -0.261 0.032 0.143 0.00
H -2.32570 5.48887 -1.84291 -0.068 0.006 -0.254 0.00
H -1.56220 6.39837 -0.55461 0.242 0.008 0.120 0.03
H 1.14190 3.19047 -1.12211 0.160 -0.221 -0.014 0.00
H 1.21680 4.86807 -0.62871 -0.038 0.170 0.196 0.03
H 0.49660 4.43747 -2.17181 -0.077 0.058 -0.250 0.01
H -4.97830 4.20717 -0.31431 0.104 0.240 0.039 0.00
H -6.41860 3.23667 -0.08221 -0.108 -0.177 0.175 0.02
H -5.57690 3.21037 -1.61981 -0.036 -0.006 -0.271 0.01
H -3.83810 2.89537 2.26709 0.114 0.231 0.052 0.01
H -3.52430 1.17607 2.32809 0.196 -0.186 0.088 0.01
H -5.17070 1.76907 2.44209 -0.247 -0.047 -0.125 0.02
H -5.46730 0.08547 -1.39101 -0.012 -0.027 -0.257 0.01
H -6.23500 0.13857 0.18399 -0.099 0.212 0.168 0.02
H -4.69240 -0.66863 -0.01651 0.166 -0.201 0.052 0.02
```
Forces are in eV/Å.